Formula: C23H27N3O7S
Source: the OMol25 dataset
Level of theory: ωB97M-V with the def2-TZVPD basis set

Summary:
HOMO: -0.29887 Eh
net charge: 0
SMILES: COc1ccc(NC(=O)CN2C(=O)COc3ccc(S(=O)(=O)N4CCCCC4)cc32)cc1OC
molar mass: 489.5 g/mol
frontier orbital gap: 8.583 eV
energy above the lowest of the compared OMol25 structures with the same formula, charge and spin: 137.6 kJ/mol

Last column: Mulliken charge in e.
Atoms and positions in Å:
C -5.75 -1.36 -0.86  -0.981
O -5.03 -0.65 0.13  -0.452
C -3.88 -0.01 -0.24  1.410
C -3.36 -0.04 -1.53  -0.326
C -2.18 0.60 -1.87  -1.285
C -1.48 1.29 -0.90  0.515
N -0.27 1.96 -1.17  0.032
C 0.61 1.71 -2.17  0.780
O 0.45 0.90 -3.06  -0.651
C 1.86 2.58 -2.08  -1.315
N 2.32 2.80 -0.72  -0.018
C 2.31 4.07 -0.23  0.843
O 1.89 5.01 -0.86  -0.645
C 2.91 4.21 1.16  -0.520
O 2.62 3.12 2.02  -0.488
C 2.83 1.89 1.46  0.462
C 3.13 0.83 2.29  -1.029
C 3.34 -0.43 1.76  -0.355
C 3.25 -0.61 0.39  -0.299
S 3.59 -2.23 -0.31  1.250
O 4.05 -2.02 -1.65  -0.726
O 4.42 -2.93 0.62  -0.761
N 2.17 -3.06 -0.41  0.235
C 1.21 -2.69 -1.42  -1.587
C 0.15 -1.74 -0.89  1.356
C -0.53 -2.34 0.34  -0.641
C 0.53 -2.65 1.40  -0.263
C 1.59 -3.58 0.82  -1.042
C 2.94 0.44 -0.46  -0.236
C 2.72 1.71 0.07  0.122
C -1.99 1.36 0.39  -0.465
C -3.18 0.72 0.74  -0.124
O -3.51 0.88 2.05  -0.466
C -4.75 0.45 2.56  -0.814
H -6.09 -0.70 -1.66  0.365
H -6.62 -1.76 -0.34  0.260
H -5.17 -2.18 -1.28  0.356
H -3.89 -0.59 -2.30  0.383
H -1.81 0.54 -2.88  0.446
H -0.01 2.64 -0.47  0.052
H 2.65 2.12 -2.69  0.315
H 1.63 3.57 -2.49  0.512
H 2.50 5.10 1.64  0.336
H 4.00 4.33 1.05  0.251
H 3.19 1.01 3.35  0.493
H 3.60 -1.27 2.38  0.558
H 1.78 -2.24 -2.24  0.445
H 0.74 -3.61 -1.79  0.366
H 0.61 -0.79 -0.61  -0.835
H -0.58 -1.54 -1.68  0.401
H -1.27 -1.65 0.73  0.082
H -1.04 -3.27 0.05  0.370
H 0.07 -3.12 2.27  0.468
H 0.99 -1.71 1.72  0.034
H 2.42 -3.73 1.51  0.438
H 1.14 -4.55 0.59  0.387
H 2.89 0.24 -1.51  0.689
H -1.48 1.90 1.16  0.475
H -4.77 0.79 3.59  0.297
H -4.85 -0.64 2.53  0.245
H -5.58 0.90 2.02  0.298

Formula: C23H27N5O3S
Source: the OMol25 dataset
Level of theory: ωB97M-V with the def2-TZVPD basis set

Summary:
HOMO: -0.30535 Eh
net charge: 0
molar mass: 453.6 g/mol
frontier orbital gap: 8.223 eV
energy above the lowest of the compared OMol25 structures with the same formula, charge and spin: 2137.8 kJ/mol

Last column: Mulliken charge in e.
Atoms and positions in Å:
C 2.82 -2.95 0.79  -0.961
C 1.47 -2.48 1.17  0.974
N 0.48 -2.31 0.28  -0.492
C -0.53 -1.84 0.70  0.294
N -1.45 -1.56 -0.12  -0.505
C -2.40 -1.08 1.03  0.141
N -1.93 -1.02 2.35  -1.102
N -0.78 -1.75 2.07  0.537
C 0.15 -1.97 3.08  0.545
C 1.35 -2.31 2.62  0.150
C 2.32 -2.73 3.79  -1.109
C 3.56 -1.76 3.64  0.512
C 5.01 -1.96 3.58  -0.474
C 5.80 -1.05 3.75  -0.018
C 5.63 0.20 3.43  -0.535
C 4.31 0.78 3.46  -0.508
C 3.34 -0.11 3.33  -0.212
H 2.28 0.15 3.32  0.208
H 3.90 1.66 3.13  0.409
H 6.34 1.09 3.58  0.286
H 6.96 -1.44 3.80  0.162
H 5.08 -2.99 4.11  0.184
H 2.76 -3.63 3.55  0.584
H 2.00 -2.54 4.84  0.331
C -0.38 -1.86 4.42  -1.489
H 0.33 -0.90 4.92  0.303
H -1.16 -1.03 4.39  0.316
H -0.48 -2.60 5.09  0.454
S -4.03 -0.53 0.72  -0.149
C -4.17 -0.96 -1.17  -0.784
H -3.28 -1.58 -1.42  0.472
H -4.89 -1.88 -1.34  0.379
C -4.59 0.16 -2.02  0.617
O -5.53 0.26 -2.57  -0.442
N -3.55 1.16 -2.17  0.361
C -2.42 1.05 -1.69  -0.257
H -1.99 0.12 -1.27  0.423
C -1.41 1.29 -2.84  -1.538
H -0.31 1.10 -2.66  0.473
H -1.55 0.15 -3.40  0.205
C -1.66 2.49 -3.91  1.379
C -3.15 2.42 -3.99  -0.483
C -3.87 2.30 -2.91  -1.785
H -4.90 2.32 -3.21  0.469
H -3.71 3.07 -2.33  0.631
H -3.40 1.53 -5.02  0.224
H -3.34 3.34 -4.90  0.232
O -1.23 3.63 -3.37  -0.044
C -0.57 4.15 -4.19  -0.324
H 0.26 4.80 -3.44  0.143
C 0.05 3.18 -5.12  -0.505
H 0.21 3.54 -6.14  0.376
O -1.03 2.18 -5.28  -0.480
H 1.04 2.98 -4.71  0.265
H -1.22 5.13 -4.73  0.182
H -2.17 2.15 -1.07  0.069
H 3.15 -4.07 1.11  0.231
H 3.72 -2.37 1.19  0.205
H 2.75 -3.09 -0.28  0.471

Formula: C23H27N6O4Ru
Source: the OMol25 dataset
Level of theory: ωB97M-V with the def2-TZVPD basis set

Summary:
HOMO (alpha / beta): -0.48745 / -0.51514 Eh
net charge: +2
molar mass: 552.6 g/mol
<S²>: 8.757
2S+1: 6
frontier orbital gap (alpha / beta): 8.679 / 7.088 eV
energy above the lowest of the compared OMol25 structures with the same formula, charge and spin: 16.9 kJ/mol

Last column: Löwdin spin population.
Atoms and positions in Å:
Ru 0.95 -0.45 0.40  3.868
C 3.09 1.22 2.42  0.007
N 2.31 -0.01 2.54  0.104
C 1.47 -0.15 3.73  0.008
C 0.03 -0.28 3.36  0.023
N -0.41 -0.24 2.12  0.107
C -1.81 -0.33 2.20  0.011
C -2.78 -0.29 1.20  0.003
C -4.10 -0.37 1.60  0.000
C -4.45 -0.49 2.95  0.001
C -3.50 -0.52 3.94  0.001
C -2.17 -0.43 3.53  0.005
N -0.97 -0.39 4.24  0.009
C 2.75 1.96 1.17  0.025
N 1.91 1.55 0.24  0.105
C 1.91 2.54 -0.76  0.011
C 1.22 2.62 -1.96  0.003
C 1.43 3.74 -2.74  0.000
C 2.31 4.76 -2.34  0.001
C 3.01 4.68 -1.15  0.001
C 2.78 3.55 -0.38  0.004
N 3.29 3.15 0.85  0.012
H 4.16 0.99 2.42  0.002
H 2.91 1.87 3.28  0.001
H 2.89 -0.83 2.43  0.002
H 1.58 0.71 4.39  0.001
H 1.78 -1.03 4.31  0.002
H -2.49 -0.17 0.16  0.000
H -4.88 -0.32 0.85  0.000
H -5.50 -0.54 3.22  0.000
H -3.77 -0.59 4.99  0.000
H -0.88 -0.46 5.24  0.001
H 0.55 1.83 -2.27  0.000
H 0.91 3.84 -3.68  0.000
H 2.45 5.62 -2.98  0.000
H 3.69 5.47 -0.84  0.000
H 3.96 3.65 1.41  0.001
C 4.02 -3.11 -1.19  0.026
O 2.88 -2.23 -0.91  0.069
C 2.52 -2.04 0.35  0.248
O 3.01 -2.53 1.33  0.116
H 4.80 -2.50 -1.64  0.002
H 3.67 -3.86 -1.88  0.002
H 4.36 -3.57 -0.26  0.004
O -0.54 -2.10 -0.46  0.102
C -0.71 -1.45 -1.50  0.023
O -0.22 -0.30 -1.70  0.080
C -1.56 -2.07 -2.60  0.004
N -1.84 -0.97 -3.61  0.003
C -3.25 -0.52 -3.37  0.000
C -3.96 -1.82 -3.00  0.000
C -2.94 -2.56 -2.12  0.001
H -0.97 -2.84 -3.08  0.001
H -1.72 -1.30 -4.56  0.000
H -1.15 -0.24 -3.41  0.001
H -3.64 -0.03 -4.26  0.000
H -3.23 0.19 -2.55  0.000
H -4.19 -2.39 -3.90  0.000
H -4.90 -1.63 -2.48  0.000
H -3.03 -3.64 -2.23  0.000
H -3.06 -2.33 -1.07  0.000

Formula: C23H27N8ORuSSe2
Source: the OMol25 dataset
Level of theory: ωB97M-V with the def2-TZVPD basis set

Summary:
HOMO: -0.37770 Eh
net charge: +1
molar mass: 722.6 g/mol
frontier orbital gap: 7.020 eV
energy above the lowest of the compared OMol25 structures with the same formula, charge and spin: 34.7 kJ/mol

Last column: Mulliken charge in e.
Atoms and positions in Å:
Ru -0.31 -0.36 0.42  0.235
C 0.88 -3.03 -0.27  -0.732
C -0.32 -2.75 -1.20  -0.968
N -0.49 -1.31 -1.48  0.438
C 0.23 -0.84 -2.70  -0.618
C 1.64 -1.35 -2.97  -0.899
S 3.04 -0.54 -2.17  -0.091
C 3.45 -1.60 -0.76  -1.143
C 2.68 -1.45 0.54  -0.017
N 1.24 -1.86 0.58  0.083
H 1.74 -3.33 -0.86  0.410
H 0.64 -3.88 0.36  0.468
H -1.24 -3.08 -0.72  0.269
H -0.21 -3.34 -2.12  0.695
H -1.47 -1.19 -1.72  0.259
H 0.24 0.25 -2.67  -0.084
H -0.37 -1.14 -3.56  0.522
H 1.82 -1.17 -4.03  0.535
H 1.72 -2.43 -2.85  0.399
H 4.47 -1.30 -0.52  0.517
H 3.53 -2.63 -1.09  0.489
H 2.72 -0.41 0.85  -0.279
H 3.22 -2.04 1.29  0.462
H 1.12 -2.16 1.54  0.140
Se -3.67 -0.70 -0.42  -0.009
Se -2.23 1.10 0.06  -0.082
C -1.98 1.68 -1.78  0.843
C -1.18 2.80 -1.99  -0.618
C -0.95 3.17 -3.30  -0.514
C -1.54 2.44 -4.32  -0.405
C -2.34 1.36 -3.99  -0.626
N -2.55 0.98 -2.73  -0.359
C -3.00 -1.74 1.03  0.245
C -3.90 -2.55 1.71  -0.929
C -3.46 -3.32 2.76  -0.343
C -2.14 -3.21 3.16  -1.122
C -1.31 -2.36 2.45  -0.254
N -1.70 -1.67 1.37  0.826
H -0.73 3.34 -1.17  0.523
H -0.31 4.02 -3.52  0.429
H -1.39 2.71 -5.36  0.439
H -2.84 0.78 -4.76  0.439
H -4.94 -2.55 1.41  0.459
H -4.15 -3.97 3.29  0.425
H -1.75 -3.74 4.01  0.452
H -0.30 -2.19 2.79  0.440
N 4.01 3.86 0.60  -0.624
C 3.21 3.45 -0.14  0.463
N 2.31 2.99 -0.99  -0.778
C 1.59 2.00 -0.61  0.745
N 0.94 1.08 -0.32  -0.242
O -0.03 0.25 2.45  -0.473
N 0.27 1.52 2.75  0.198
C 1.51 1.99 2.60  -0.009
C 1.81 3.30 2.92  -0.816
C 0.82 4.12 3.41  -0.312
C -0.46 3.61 3.57  -0.815
C -0.72 2.30 3.23  -0.099
H 2.23 1.29 2.21  0.447
H 2.82 3.66 2.75  0.540
H 1.03 5.15 3.67  0.435
H -1.27 4.21 3.96  0.449
H -1.67 1.81 3.32  0.542